Computed, not measured: C19H28InO5S4 as an isolated structure, with the ωB97M-V functional and the def2-TZVPD basis.

Structure (XYZ):
```
57
C19H28InO5S4 the ωB97M-V functional and the def2-TZVPD basis
In -0.2269 0.3242 0.0440
C -1.9288 -0.7041 2.9776
C -1.1710 0.5080 3.5173
S -0.7989 1.8095 2.3111
C -2.4154 2.6249 2.1021
C -2.9655 2.6632 0.6768
S -3.1744 0.9540 0.1536
C -3.1554 1.0000 -1.6500
C -3.0085 -0.4317 -2.1863
S -1.7278 -1.4606 -1.3964
C -2.7208 -2.2941 -0.1257
C -1.8709 -2.8059 1.0303
S -0.8181 -1.6098 1.8769
H -2.8308 -0.4184 2.4375
H -2.2081 -1.3615 3.8011
H -0.1969 0.2076 3.9069
H -1.7181 0.9517 4.3486
H -2.2960 3.6451 2.4631
H -3.1137 2.1216 2.7733
H -2.2863 3.1665 -0.0058
H -3.9285 3.1710 0.6873
H -2.3311 1.6347 -1.9747
H -4.0829 1.4247 -2.0305
H -2.7399 -0.3893 -3.2403
H -3.9427 -0.9879 -2.1132
H -3.2029 -3.1495 -0.6001
H -3.5013 -1.6242 0.2251
H -1.1781 -3.5766 0.6898
H -2.5179 -3.2700 1.7757
C 0.5577 2.0953 -4.1243
C 0.7687 1.8361 -2.6541
C 2.2273 1.9612 -2.2402
O 0.2884 0.4965 -2.3175
C -0.0851 2.7504 -1.7719
O -0.4616 3.8299 -2.1502
O -0.3156 2.2933 -0.5534
H 1.2243 1.4699 -4.7198
H 0.7572 3.1409 -4.3478
H -0.4730 1.8807 -4.4057
H 2.8343 1.2392 -2.7924
H 2.3653 1.7979 -1.1701
H 2.5948 2.9585 -2.4823
H 0.9945 -0.1519 -2.4487
O 1.6667 0.1135 1.1919
C 2.0183 -0.9154 0.5287
O 1.2774 -1.2617 -0.4543
C 3.2156 -1.6864 0.9048
C 3.5703 -2.8192 0.1783
C 4.7020 -3.5342 0.5340
C 5.4766 -3.1140 1.6085
C 5.1233 -1.9822 2.3338
C 3.9907 -1.2655 1.9825
H 2.9578 -3.1292 -0.6581
H 4.9832 -4.4164 -0.0256
H 6.3642 -3.6712 1.8798
H 5.7333 -1.6593 3.1670
H 3.7009 -0.3799 2.5319
```

Output
Lowest unoccupied orbital energy   -2.5 eV
2S+1   1
Maximum force   0.52 eV Å⁻¹
Total charge   +1
Highest occupied orbital energy   -11.919 eV
Energy relative to the best compared isomer or geometry (same formula, charge and spin)   0.00 kJ/mol
E_tot   -2899.79653 Eh